An isolated ion of composition C23H31I2N2O6S and charge +1, computed with the ωB97M-V functional and the def2-TZVPD basis.

```
65
Properties=species:S:1:pos:R:3:forces:R:3
C 1.59796 4.20510 -1.08317 -0.145 -0.510 0.188
C 1.03141 3.18769 -0.77983 0.127 0.478 -0.355
C 0.42909 1.96265 -0.43404 0.456 -0.341 0.063
N -0.16843 1.18271 -1.26047 -0.148 0.382 0.095
C -0.33070 1.55280 -2.67402 -0.017 -0.054 -0.463
C 0.97197 1.49196 -3.47794 -0.373 0.373 -0.209
C 0.90551 2.43586 -4.71024 -0.085 -0.224 0.296
C 2.14089 3.31016 -4.71681 -0.090 0.009 -0.090
O 3.23932 2.87342 -4.85941 0.199 -0.037 0.021
O 1.94582 4.62897 -4.48519 0.068 0.073 0.100
C -0.65851 -0.09543 -0.65914 0.063 -0.026 -0.193
C 0.07341 -1.20389 -1.44144 -0.003 -0.074 0.590
C 1.55574 -1.53198 -1.31093 -0.169 0.712 0.037
O 1.91580 -2.61903 -1.56514 0.324 -1.031 -0.183
I 3.07113 -0.08512 -0.89479 0.142 0.081 -0.052
C -2.20146 -0.27026 -0.90935 0.168 0.259 -0.433
I -3.25316 1.63346 -0.92918 0.030 -0.066 0.181
C -2.65028 -1.06431 -2.15115 -0.495 -0.182 0.164
C -2.81259 -2.57353 -1.87144 0.333 0.098 -0.308
C -0.27293 0.06155 0.90158 -0.650 0.070 0.568
C -1.46343 0.18196 1.88514 -0.077 -0.248 0.007
C -1.04521 0.52638 3.32381 -0.303 0.055 0.197
C -0.72811 -0.63230 4.27092 0.496 -0.133 -0.082
C -0.45261 -0.05623 5.64006 -0.077 -0.048 -0.050
O -1.25836 0.02375 6.51133 -0.088 0.153 0.032
O 0.79265 0.50709 5.76449 -0.039 -0.020 0.411
O 0.59747 -0.91831 1.38694 0.411 -0.179 -0.880
C 0.06060 -2.24872 1.49322 -0.269 -0.241 0.293
C 1.16327 -3.29823 1.35797 0.031 0.030 0.361
C 1.27300 -4.18808 2.59996 -0.030 0.086 -0.207
C 0.42124 1.44844 0.96230 0.292 0.181 0.443
N 1.70939 1.48868 1.61488 -0.501 -0.287 -0.565
C 2.07897 2.42276 2.28154 0.110 0.172 0.384
S 2.55387 3.57012 3.19928 0.242 0.279 0.180
H 2.14392 5.07999 -1.35236 -0.009 0.132 -0.016
H -1.07933 0.90676 -3.12019 -0.101 -0.051 0.122
H -0.75305 2.55522 -2.69876 0.054 0.090 0.174
H 1.13530 0.47767 -3.82891 0.290 -0.101 0.167
H 1.79765 1.80163 -2.84657 0.144 -0.222 -0.015
H 0.90269 1.84063 -5.61824 0.018 0.088 -0.145
H -0.00697 3.03265 -4.69537 -0.078 -0.005 -0.064
H 1.00740 4.81794 -4.38724 -0.070 0.081 -0.103
H -0.06824 -1.04033 -2.50862 -0.009 0.079 -0.054
H -0.39661 -2.15815 -1.23236 -0.041 -0.069 -0.066
H -2.62169 -0.78522 -0.05733 -0.024 0.061 0.234
H -2.03769 -0.88617 -3.03009 0.148 0.028 0.027
H -3.63496 -0.69302 -2.42159 -0.001 0.064 -0.077
H -2.43048 -3.16000 -2.70479 -0.016 -0.069 -0.032
H -2.26338 -2.89113 -0.98689 -0.098 -0.079 0.118
H -3.85953 -2.83142 -1.74795 -0.054 -0.030 0.159
H -2.07065 -0.72347 1.90121 0.070 -0.151 -0.009
H -2.13913 0.96792 1.56938 -0.028 0.156 -0.255
H -1.88868 1.06547 3.75880 -0.004 0.051 0.050
H -0.20006 1.21369 3.36219 0.010 0.042 -0.094
H 0.17884 -1.13641 3.93706 0.002 -0.084 -0.058
H -1.53814 -1.35433 4.33708 -0.126 0.039 0.020
H 1.48083 -0.14171 5.57979 0.064 0.060 -0.290
H -0.39823 -2.37107 2.47353 -0.100 0.129 0.031
H -0.74986 -2.39760 0.77880 0.017 0.029 -0.182
H 2.10639 -2.77345 1.21322 0.038 0.028 -0.127
H 0.98283 -3.92775 0.49113 0.135 0.053 -0.182
H 1.17715 -3.59626 3.50995 0.062 -0.009 0.090
H 0.49676 -4.95111 2.60375 -0.078 -0.013 0.093
H 2.23468 -4.69420 2.62063 0.029 -0.072 0.025
H -0.23408 2.14519 1.49807 -0.180 -0.043 -0.080
```
Positions in Å, forces in eV/Å.

Results
2S+1: 1
Gap between HOMO and LUMO (eV): 7.6
SMILES string: C#CC1=[N+](CCCC(=O)O)[C@](CC(=O)I)([C@@H](I)CC)[C@@](CCCC(=O)O)(OCCC)[C@H]1N=C=S
Total charge: +1
Total energy (eV): -66646.2145

Atomic partial charges in e from the Mulliken method, atoms 1 to 4: atom 1 (C): 0.13, atom 2 (C): -1.78, atom 3 (C): 1.05, atom 4 (N): 0.78

---

C23H31IN3ReSe as an isolated structure, computed with the ωB97M-V functional and the def2-TZVPD basis.

```
60
Properties=species:S:1:pos:R:3:forces:R:3
Re -1.15112 0.50724 -0.68234 0.214 0.063 0.322
C 2.49543 0.67606 1.35646 -0.016 -0.034 -0.017
C 3.50320 0.24128 0.28830 0.003 0.015 -0.007
C 4.17543 -1.07707 0.69045 -0.006 0.016 -0.015
C 3.06198 0.19849 -1.17526 0.042 0.016 0.012
C 4.06610 0.48063 -2.10524 -0.014 -0.014 0.003
C 3.83429 0.46734 -3.46467 -0.032 -0.006 -0.008
C 2.56710 0.16540 -3.93897 0.041 0.006 0.008
C 1.53058 -0.12325 -3.06526 -0.042 -0.021 0.043
C 0.16140 -0.41938 -3.66185 0.046 0.032 -0.008
C -0.77010 0.78705 -3.54410 0.016 0.026 -0.026
C -0.49504 -1.73622 -3.24166 -0.004 -0.067 0.020
C 1.79544 -0.10741 -1.68547 -0.016 -0.029 -0.057
N 0.71215 -0.37774 -0.78300 0.050 -0.029 -0.099
C 0.69891 -1.46775 -0.03965 0.021 0.060 -0.051
C -0.27843 -1.54296 0.94488 -0.037 -0.069 -0.020
C -0.59624 -2.48167 1.91768 -0.038 0.040 0.036
C -1.55515 -1.89051 2.73166 0.006 -0.033 -0.002
C -1.82703 -0.60655 2.25118 0.074 0.020 0.013
N -1.07440 -0.39396 1.12229 -0.076 0.018 -0.074
C -2.59310 0.46718 2.99159 -0.022 0.009 -0.024
C -3.72758 1.08741 2.17383 -0.005 0.001 -0.016
C -3.20303 -0.12369 4.26558 -0.005 -0.004 0.011
C -1.57812 1.55342 3.38939 0.004 -0.016 0.001
H 3.04423 1.04438 2.22371 0.010 -0.009 0.002
H 1.87549 -0.14857 1.70854 -0.018 0.011 0.012
H 1.84348 1.47869 1.01462 0.003 0.013 -0.013
H 4.28955 1.00024 0.29448 -0.002 0.003 0.001
H 3.45808 -1.90002 0.70850 -0.009 -0.016 0.015
H 4.60288 -0.99122 1.69021 0.001 -0.003 0.001
H 4.97355 -1.34735 -0.00078 -0.002 0.002 -0.004
H 5.05549 0.72312 -1.73603 -0.001 0.001 0.002
H 4.63502 0.69352 -4.15567 -0.001 -0.001 -0.001
H 2.37959 0.14788 -5.00558 0.002 0.000 -0.002
H 0.33837 -0.52113 -4.73509 0.008 0.018 0.000
H -0.76801 1.29362 -2.54188 0.013 -0.036 0.021
H -1.79795 0.56781 -3.82302 0.001 -0.020 0.005
H -0.40227 1.62642 -4.13829 0.002 -0.003 -0.004
H -0.90898 -1.75279 -2.23174 -0.020 0.031 0.004
H 0.22056 -2.55734 -3.29842 0.005 0.011 -0.020
H -1.32340 -1.96467 -3.91312 -0.002 -0.001 0.000
H 1.44414 -2.24249 -0.18316 0.000 -0.013 -0.001
H -0.15614 -3.46020 2.02334 0.012 0.005 0.009
H -1.98779 -2.32465 3.61561 -0.001 -0.001 -0.001
H -4.43227 0.32943 1.83050 0.000 -0.003 -0.011
H -3.36605 1.63274 1.30550 0.012 0.007 -0.027
H -4.27023 1.79457 2.80253 0.005 -0.003 0.004
H -3.92644 -0.90733 4.03531 -0.001 0.002 0.006
H -3.72443 0.66538 4.80724 -0.008 -0.005 -0.001
H -2.44187 -0.53229 4.93036 0.009 0.005 -0.002
H -1.06581 1.96565 2.51883 0.005 0.008 0.023
H -0.81741 1.14762 4.05793 0.004 0.000 -0.003
H -2.09082 2.36519 3.90701 -0.003 0.000 0.002
Se -3.56439 0.27471 -1.29088 -0.042 -0.048 0.023
C -3.28588 -1.50935 -0.90547 -0.025 0.041 -0.025
N -3.00603 -2.59711 -0.63989 -0.006 0.004 -0.001
I 0.50431 3.37669 -0.91144 0.001 -0.023 0.000
C -1.38384 2.54069 -0.37585 -0.150 0.022 -0.059
H -2.13488 3.02969 -0.99438 0.002 0.002 0.004
H -1.56252 2.77515 0.67064 -0.007 0.002 -0.002
```
Positions in Å, forces in eV/Å.

Results
<S²>: 3.790
2S+1: 4
Gap between HOMO and LUMO (spin up / spin down) (eV): 7.4 / 6.7
Total charge: +1
Total energy (eV): -104393.9329

Atomic partial charges in e from the Mulliken method, atoms 1 to 4: atom 1 (Re): 0.72, atom 2 (C): -1.35, atom 3 (C): 0.13, atom 4 (C): -1.28